Computed, not measured: 2 unconnected molecules or ions with the total composition C2H5P, with ωB97M-V/def2-TZVPD.

Properties
- total charge = 0
- strongest force on any atom (eV Å⁻¹) = 0.96
- highest occupied orbital energy (alpha / beta) (eV) = -9.6442 / -8.5125
- orbital gap (alpha / beta) (eV) = 9.0 / 8.1
- electronic energy (eV) = -11438.020

Element x y z (Å)
C  -0.96606  -1.28821  -0.01706
C  0.33069  1.16091  0.11354
P  -1.30455  0.28932  -0.00118
H  -1.47426  -2.21811  -0.07629
H  1.49767  -1.94347  -0.45360
H  0.35985  1.70431  1.06102
H  1.12001  0.41261  0.07059
H  0.43665  1.88265  -0.69701

=====

Computed, not measured: 5 unconnected molecules or ions with the total composition C7H18Cl6O4, with ωB97M-V/def2-TZVPD.

Properties
- total charge = 0
- strongest force on any atom (eV Å⁻¹) = 1.06
- SMILES = ClCCl.ClCCl.ClCCl.OCCO.OCCO
- highest occupied orbital energy (eV) = -10.1082
- orbital gap (eV) = 10.8
- electronic energy (eV) = -90874.332

Element x y z (Å)
Cl  1.27355  0.70536  -0.28378
C  -0.04081  1.86244  -0.03782
Cl  -1.21665  1.69798  -1.35058
H  -0.54414  1.67970  0.90355
H  0.39595  2.85219  -0.06662
Cl  -4.77483  -0.65000  2.57065
C  -3.15545  -0.52038  3.25057
Cl  -2.32809  0.94993  2.71860
H  -3.28351  -0.49213  4.32601
H  -2.53051  -1.36059  2.97287
Cl  0.33556  5.62486  0.33586
C  0.48687  6.99110  -0.76615
Cl  1.64153  6.65799  -2.05219
H  -0.46943  7.17167  -1.24415
H  0.75470  7.86714  -0.18792
O  3.37422  -2.61295  1.74884
C  4.15922  -1.63360  1.07472
C  5.00117  -2.23834  0.00077
O  4.10176  -2.67624  -1.02132
H  2.77009  -2.97267  1.09249
H  3.47895  -0.91522  0.60283
H  4.73844  -1.12905  1.84443
H  5.57147  -3.08401  0.40183
H  5.71457  -1.50480  -0.39011
H  4.61077  -3.02068  -1.75998
O  -3.63182  -3.03925  -2.28749
C  -3.16855  -1.69675  -2.17129
C  -2.98377  -1.39322  -0.71096
O  -2.01257  -2.19698  -0.08513
H  -3.30202  -3.41148  -3.10980
H  -2.19312  -1.63105  -2.67214
H  -3.83049  -0.95907  -2.63579
H  -3.95894  -1.46389  -0.20580
H  -2.71073  -0.34323  -0.58758
H  -2.27337  -3.11476  -0.21744

=====

Computed, not measured: 4 unconnected molecules or ions with the total composition C2H12O3S2, with ωB97M-V/def2-TZVPD.

Properties
- total charge = 0
- strongest force on any atom (eV Å⁻¹) = 1.85
- SMILES = CSSC.O.O.O
- highest occupied orbital energy (eV) = -8.9565
- orbital gap (eV) = 9.5
- electronic energy (eV) = -30081.110

Element x y z (Å)
C  -1.19758  1.69474  1.35022
S  0.29505  1.23354  2.22910
S  1.77989  0.86366  0.91771
C  2.02613  -0.91081  0.59074
H  -1.34648  1.01924  0.50189
H  -1.92344  1.35600  2.08436
H  -1.16097  2.71201  1.00283
H  2.67136  -0.69038  -0.26832
H  2.52176  -1.45172  1.40602
H  1.16086  -1.50909  0.36631
O  -1.18086  -2.26970  0.82898
H  -0.23457  -2.44148  1.05021
H  -1.37344  -1.69592  1.60023
O  -1.61958  -0.65992  -2.08157
H  -2.22822  -0.96953  -2.76802
H  -1.25383  -1.44233  -1.67575
O  1.13693  1.38036  -2.51499
H  0.58159  2.04620  -2.95052
H  1.34541  1.73513  -1.66944

=====

Computed, not measured: 7 unconnected molecules or ions with the total composition C26H69N3O14, with ωB97M-V/def2-TZVPD.

Properties
- total charge = 0
- strongest force on any atom (eV Å⁻¹) = 4.14
- SMILES = COCCNCCOC.COCCNCCOC.COCCNCCOC.OCCO.OCCO.OCCO.OCCO
- highest occupied orbital energy (eV) = -8.4987
- orbital gap (eV) = 9.0
- electronic energy (eV) = -61204.268

Element x y z (Å)
C  -1.23746  -0.11651  3.39271
O  -0.12146  0.73349  3.54471
C  -0.55546  2.05249  3.87171
C  0.63154  2.98349  4.27971
N  0.17954  4.33049  4.66971
C  1.20754  4.96849  5.52971
C  0.70754  5.32749  6.97871
O  1.81854  5.67249  7.72771
C  2.33754  6.98549  7.65971
H  -1.96546  0.21149  2.67971
H  -1.78646  -0.41951  4.26071
H  -0.82846  -1.04251  2.92671
H  -1.33146  1.93349  4.70871
H  -1.18946  2.35349  3.05071
H  1.56154  2.88549  3.63171
H  0.91854  2.46849  5.15771
H  -0.33446  4.94149  4.01171
H  1.54354  5.84649  4.94871
H  2.04454  4.28849  5.62071
H  0.08654  4.58649  7.46671
H  -0.18346  5.99849  6.84571
H  2.67154  7.21849  6.66071
H  3.19654  6.81549  8.25271
H  1.65354  7.77949  8.04771
C  -0.86246  -8.29851  -5.58529
O  -0.07346  -7.27751  -5.09129
C  -0.11246  -7.08951  -3.65529
C  0.66554  -5.82851  -3.30229
N  0.76054  -5.75951  -1.90029
C  -0.47646  -5.44851  -1.17029
C  -0.26346  -4.32151  -0.15729
O  -1.38746  -4.11951  0.69871
C  -1.06946  -4.02351  2.06371
H  -0.66146  -8.37951  -6.66529
H  -1.96246  -8.14451  -5.27929
H  -0.36046  -9.20851  -5.11429
H  0.32454  -7.95251  -3.30429
H  -1.11346  -6.81451  -3.38929
H  0.19354  -4.99351  -3.82829
H  1.70154  -5.90351  -3.73529
H  1.33554  -6.48651  -1.48929
H  -0.91146  -6.20351  -0.64629
H  -1.33146  -4.95451  -1.72129
H  -0.10746  -3.43451  -0.70429
H  0.67054  -4.28351  0.42771
H  -0.17446  -3.36151  2.03271
H  -0.65146  -4.97851  2.41471
H  -1.97646  -3.57551  2.52971
C  -2.61346  -5.13351  -5.27429
O  -2.25346  -4.32851  -4.17229
C  -2.24546  -2.94351  -4.47529
C  -1.44946  -2.31651  -3.34129
N  -1.05446  -0.97051  -3.60929
C  -1.99346  0.03649  -3.37029
C  -1.30946  1.30149  -3.71029
O  -2.21146  2.41149  -3.92129
C  -1.49746  3.63449  -3.80229
H  -3.47346  -4.79151  -5.84429
H  -2.83746  -6.18451  -5.07629
H  -1.80946  -5.00151  -5.94229
H  -3.25646  -2.58651  -4.50529
H  -1.66546  -2.87851  -5.41929
H  -0.59946  -2.98851  -3.27929
H  -1.94946  -2.37551  -2.37429
H  -0.36146  -0.85051  -2.91629
H  -2.50446  0.01549  -2.38229
H  -2.74946  -0.14451  -4.10629
H  -0.67546  1.31749  -4.62529
H  -0.70746  1.62149  -2.84329
H  -0.68546  3.61149  -4.59929
H  -0.99746  3.87049  -2.80529
H  -2.20846  4.41149  -3.95029
O  -1.08246  6.35349  3.01671
C  -1.42846  6.31849  1.62571
C  -0.91246  5.04249  1.08971
O  -1.56446  4.77749  -0.15629
H  -0.14046  6.56349  2.95971
H  -2.55146  6.28249  1.74671
H  -1.08346  7.23349  1.17071
H  -1.20046  4.29949  1.74071
H  0.09754  4.96349  0.90171
H  -1.14046  3.95949  -0.52229
O  5.02754  1.78549  3.15871
C  3.93754  2.05049  2.27571
C  3.16054  0.70349  2.30571
O  1.99054  0.87749  1.60971
H  5.82754  1.63949  2.64971
H  3.13854  2.69049  2.62571
H  4.24654  2.20149  1.21871
H  2.97654  0.37149  3.36171
H  3.68854  -0.08851  1.70871
H  1.29254  0.99649  2.28571
O  -0.07046  2.18349  -0.11629
C  -1.05846  1.28849  0.13871
C  -0.48346  -0.22451  0.05071
O  -1.61546  -1.04351  0.19871
H  0.61754  1.94549  0.51571
H  -1.72646  1.46249  0.97371
H  -1.77346  1.55649  -0.64629
H  0.08154  -0.58351  0.93071
H  -0.03246  -0.47551  -0.91329
H  -1.43346  -1.95451  0.12471
O  2.53354  1.78049  -1.56629
C  2.37654  0.69449  -2.44029
C  2.56154  -0.72351  -1.75129
O  1.84754  -1.62051  -2.66229
H  1.88254  2.43949  -1.74329
H  1.36254  0.77349  -2.56229
H  2.59854  0.85849  -3.49629
H  2.13654  -0.60851  -0.77529
H  3.65954  -0.94851  -1.66529
H  2.18354  -2.52151  -2.37529